C3H5IO2S in the gas phase, computed with ωB97M-V/def2-TZVPD.

Summary:
* SMILES string: C/C=C/S(=O)(=O)I
* strongest force on any atom: 5.2 eV/Å
* energy above the lowest of the compared OMol25 structures with the same formula, charge and spin: 0.0 kcal per mole
* frontier orbital gap: 9.42 eV
* 2S+1: 1
* electronic energy: -26220.978 eV
* E_LUMO: -0.491 eV

Atoms and positions in Å:
C1 -0.7944 -0.0462 0.0191
C2 0.4689 0.6591 0.2008
C3 1.5469 0.3292 -0.5862
S1 3.0974 1.2300 -0.2827
O1 3.1073 2.0571 0.8839
O2 3.5746 1.7506 -1.5589
I1 4.5102 -0.6442 0.2410
H1 -0.5526 -1.0310 0.2041
H2 -1.4975 0.2952 0.8649
H3 -1.3432 0.0497 -0.8932
H4 0.4767 1.2928 1.0317
H5 1.4924 -0.0528 -1.5478